1.
Entry from OMol25: 17 unconnected molecules or ions with the total composition H33O20S at a distorted geometry (ωB97M-V/def2-TZVPD).

## Properties
Total energy ... -1922.7938 a.u.
Molar mass ... 385.31 g mol⁻¹

```
! RIJCOSX wB97M-V def2-TZVPD def2/J DEFGRID3
* xyz -1 1
O 0.8541 -0.1445 3.5437
H 0.1451 -0.0085 4.2867
H 0.5311 -0.1635 2.5377
H 1.3711 0.6725 3.5787
S 0.0571 0.1875 -0.0183
O 0.1111 -0.7265 -1.2063
O 1.1561 1.1285 -0.0663
O -1.1239 0.9435 0.0717
O 0.0991 -0.6495 1.1337
O 3.6901 -1.3945 1.1167
H 3.3271 -0.7045 0.5527
H 2.9781 -2.0845 1.1317
O -3.4229 0.0715 1.1957
H -2.6409 0.4855 0.7297
H -3.6849 -0.6185 0.4847
O 1.1401 -3.0925 1.1807
H 0.7401 -2.3415 1.2407
H 1.0591 -3.3135 0.2657
O 3.0131 -0.4145 -3.1293
H 2.6691 0.2185 -2.4263
H 2.0991 -0.5885 -3.3573
O 3.5951 1.0385 -0.7463
H 4.0701 1.0525 -0.0193
H 2.6001 1.0935 -0.4053
O -3.3859 1.3885 -1.6613
H -4.2119 1.2675 -1.1753
H -2.5359 1.3185 -1.1213
O -2.4699 -0.6785 -3.6773
H -1.5579 -0.3705 -3.5283
H -2.9199 -0.1515 -3.0253
O -1.1079 2.1275 3.4837
H -1.4879 2.3625 2.6477
H -0.1549 2.4055 3.3207
O -1.6229 -1.9865 2.2027
H -1.0249 -1.3185 1.7877
H -2.4989 -1.4395 2.2837
O 0.3311 -0.9055 -3.6813
H 0.4181 -1.8315 -4.0833
H 0.3471 -0.8585 -2.7963
O -2.0779 -3.2875 -0.2963
H -1.9779 -2.5855 0.2897
H -1.2169 -3.3545 -0.8263
O 1.4821 3.3215 -1.3023
H 2.0361 3.2385 -2.0463
H 1.3641 2.4535 -0.9253
O 1.3011 2.4625 2.1297
H 1.5141 1.9005 1.3277
H 1.0901 3.2855 1.6907
O 0.1661 -3.1835 -1.7013
H 1.1751 -3.2605 -1.7433
H 0.3021 -2.2345 -1.7543
O -2.1869 3.0685 1.0987
H -1.7809 2.4255 0.6167
H -1.7419 3.7735 0.7877
*
```

2.
Entry from OMol25: a molecular structure, C4H5O6Zn at a distorted geometry (ωB97M-V/def2-TZVPD).

## Properties
Total energy ... -2386.1703 a.u.
Molar mass ... 214.47 g mol⁻¹
Energy relative to the best compared isomer or geometry (same formula, charge and spin) ... 0.0 kcal per mole

```
! RIJCOSX wB97M-V def2-TZVPD def2/J DEFGRID3
* xyz 0 2
O -0.6059 1.1446 2.7200
C -1.2300 0.8620 1.6623
O -2.4879 0.9090 1.6119
O -0.5751 0.5990 0.5366
Zn -2.3544 1.4129 3.4613
C 0.8185 0.3398 0.5916
C 1.6203 -0.1870 -0.5497
H 1.3137 1.2387 0.9798
H 1.0266 -0.5539 1.2773
H 1.8068 0.6135 -1.2770
O 0.9051 -1.3063 -1.2407
C -0.0706 -0.9453 -2.0401
O -0.3524 0.2062 -2.3189
O -0.8903 -1.9701 -2.2318
H -1.5119 -1.7601 -2.9404
H 2.5874 -0.6030 -0.2421
*
```

3.
Entry from OMol25: a molecular structure, C10H25N3O5Zr at a distorted geometry (ωB97M-V/def2-TZVPD).

## Properties
Total energy ... -982.2183 a.u.
Molar mass ... 358.55 g mol⁻¹
Energy relative to the best compared isomer or geometry (same formula, charge and spin) ... 356.2 kcal per mole

```
! RIJCOSX wB97M-V def2-TZVPD def2/J DEFGRID3
* xyz 2 1
Zr 0.3998 5.0811 -6.0869
O 0.6452 1.8378 -8.4249
H 0.5716 0.9145 -8.7357
C 0.4910 0.4051 -1.9789
O 0.1884 1.5308 -2.7039
H 1.1111 0.4938 -1.0869
H -0.4039 -0.1281 -1.6582
H 1.1963 -0.2442 -2.4976
C -5.0213 -2.8092 1.1621
O -4.8669 -4.0406 1.0993
N -5.7818 -2.0718 0.3604
C -6.1900 -0.6659 0.6362
C -6.2414 -2.7852 -0.8249
H -4.5406 -2.1956 1.9396
H -6.0444 -0.3013 1.6531
H -7.1831 -0.3555 0.3113
H -5.4973 -0.0228 0.0934
H -6.9092 -3.6301 -0.6565
H -6.8067 -2.1465 -1.5036
H -5.4002 -3.0450 -1.4675
C 6.5233 -4.1030 -3.0970
O 6.2214 -5.2431 -3.4421
N 7.3597 -3.7123 -2.0573
C 7.9014 -2.3928 -1.9574
C 7.9414 -4.6756 -1.1744
H 6.1970 -3.2547 -3.7184
H 7.9900 -1.7461 -2.8303
H 8.9399 -2.4697 -1.6356
H 7.4067 -1.8873 -1.1280
H 8.5046 -4.1372 -0.4122
H 7.1565 -5.2610 -0.6955
H 8.5520 -5.4801 -1.5844
C -1.4485 6.3305 4.2860
O -0.4974 6.6289 3.4856
N -2.0179 5.0910 4.4728
C -3.0661 4.7259 5.4609
C -1.4141 3.9086 3.7868
H -1.9474 7.0162 4.9882
H -3.3073 5.6367 6.0089
H -2.7332 4.0577 6.2551
H -3.9653 4.3797 4.9513
H -1.4356 2.8616 4.0894
H -2.1371 3.7972 2.9788
H -0.4404 4.1078 3.3391
*
```

4.
Entry from OMol25: 2 unconnected molecules or ions with the total composition C20H22ClN3O4 at a distorted geometry (ωB97M-V/def2-TZVPD).

## Properties
Total energy ... -1700.7841 a.u.
Molar mass ... 403.87 g mol⁻¹
Energy relative to the best compared isomer or geometry (same formula, charge and spin) ... 17.2 kcal per mole

```
! RIJCOSX wB97M-V def2-TZVPD def2/J DEFGRID3
* xyz 0 1
N -2.9231 -2.1231 0.0918
O 3.9276 -1.2563 -5.0743
O 2.5207 1.4534 -1.7472
Cl -4.1151 1.3952 4.2622
C -2.8979 -1.3238 0.9402
O -1.7700 3.9089 -2.6822
O -3.1241 -2.6053 7.2535
C 3.9542 -2.0358 -4.1324
C 2.9947 0.6772 -2.5688
C -2.4691 3.4268 -0.4365
C -0.9356 1.9626 -1.5843
C -2.4658 -2.7791 4.9663
C -3.5481 -0.7829 5.7600
C -2.4189 2.5971 0.6897
C -0.8816 1.1296 -0.4625
C -2.3895 -2.2309 3.6815
C -3.4825 -0.2222 4.4808
C -1.7284 3.1080 -1.5772
C -3.0489 -2.0598 6.0050
C -1.6277 1.4381 0.6847
C -2.9110 -0.9468 3.4129
N 4.0647 0.9894 -3.3080
N 3.2930 -1.8256 -2.9942
C 4.7844 -3.2955 -4.2163
C 4.7758 2.2637 -3.2410
C 2.3621 -0.7133 -2.7364
C -1.5796 0.5428 1.9023
C -2.8492 -0.3223 2.0205
H -2.3513 4.6672 -2.5218
H -3.5706 -1.9928 7.8592
H -3.0857 4.3182 -0.4122
H -0.3488 1.7288 -2.4664
H -2.0717 -3.7705 5.1671
H -3.9940 -0.2039 6.5608
H -2.9973 2.8576 1.5717
H -0.2510 0.2462 -0.4916
H -1.9231 -2.8218 2.8978
H 4.3340 0.3227 -4.0238
H 3.3983 -2.5131 -2.2669
H 5.4885 -3.3273 -3.3867
H 4.1265 -4.1623 -4.1826
H 5.3321 -3.2934 -5.1585
H 4.9055 2.5615 -2.1987
H 5.7533 2.1728 -3.7155
H 4.1953 3.0327 -3.7528
H 1.6649 -0.6493 -3.5724
H 1.7862 -0.9301 -1.8371
H -0.6938 -0.1007 1.8670
H -1.4806 1.1740 2.7913
H -3.7280 0.3135 1.8822
*
```